1.
Molecular formula: C27H46N2O10
Method: DFT, wB97M-V/def2-TZVPD

## Properties
Kohn-Sham gap = 9.80 eV
Total charge = 0
M = 558.67 g/mol
F_max = 0.0126 hartree/bohr
E_HOMO = -9.16 eV
SMILES string = CCOC(=O)CC[C@H](NC(=O)CCCCCCCC(=O)N[C@H](CCC(=O)OCC)C(=O)OCC)C(=O)OCC

Atoms and positions in Å:
C 7.3410 -0.0542 1.3562
C 7.2074 0.5635 -0.0272
O 6.5144 -0.3394 -0.8939
C 5.2590 -0.0631 -1.2155
O 4.6836 0.9594 -0.9311
C 4.6615 -1.1768 -2.0530
C 3.1400 -1.2209 -1.9471
C 2.6602 -1.8245 -0.6168
N 1.2192 -1.8863 -0.5738
C 0.5743 -3.0324 -0.2532
O 1.1342 -4.1075 -0.1834
C -0.9078 -2.8492 0.0183
C -1.0970 -2.0510 1.3110
C -2.5649 -1.9511 1.7200
C -2.7432 -1.2364 3.0613
C -2.4828 0.2692 2.9870
C -3.6749 1.0452 2.4297
C -3.2922 2.4936 2.1081
C -2.3250 2.5525 0.9448
O -1.1392 2.8206 1.0503
N -2.8775 2.2902 -0.2512
C -2.0671 2.3304 -1.4482
C -2.6864 1.4754 -2.5615
C -2.8186 -0.0074 -2.2039
C -4.1158 -0.3653 -1.5232
O -4.8523 0.4128 -0.9613
O -4.3370 -1.6728 -1.5972
C -5.5121 -2.1901 -0.9656
C -6.7250 -2.0789 -1.8768
C -0.6389 1.8727 -1.1135
O -0.3643 0.7586 -0.7241
O 0.2261 2.8046 -1.4547
C 1.6212 2.5760 -1.2172
C 2.3920 2.6472 -2.5245
C 3.2079 -1.0071 0.5545
O 4.2542 -1.2411 1.1061
O 2.3871 -0.0218 0.8739
C 2.7649 0.8648 1.9318
C 1.5114 1.3414 2.6428
H 7.7875 0.6627 2.0394
H 7.9634 -0.9437 1.3119
H 6.3574 -0.3412 1.7190
H 8.1858 0.7368 -0.4839
H 6.6486 1.5038 0.0172
H 5.1106 -2.1202 -1.7438
H 4.9532 -0.9849 -3.0889
H 2.7310 -1.8291 -2.7554
H 2.7460 -0.2073 -2.0362
H 3.0304 -2.8518 -0.5157
H 0.7256 -1.0029 -0.5515
H -1.3809 -2.3344 -0.8190
H -1.3562 -3.8387 0.1191
H -0.5372 -2.5417 2.1112
H -0.6844 -1.0507 1.1752
H -2.9802 -2.9590 1.7985
H -3.1214 -1.4250 0.9426
H -2.0586 -1.6862 3.7836
H -3.7596 -1.4009 3.4283
H -2.2578 0.6475 3.9867
H -1.6094 0.4619 2.3646
H -4.0490 0.5629 1.5253
H -4.4857 1.0439 3.1622
H -2.8143 2.9509 2.9753
H -4.1854 3.0656 1.8507
H -3.8262 1.9457 -0.3397
H -1.9847 3.3696 -1.7999
H -2.0598 1.5764 -3.4487
H -3.6715 1.8867 -2.7948
H -2.0078 -0.2810 -1.5214
H -2.7246 -0.6363 -3.0897
H -5.2758 -3.2327 -0.7462
H -5.6857 -1.6431 -0.0331
H -6.5347 -2.5859 -2.8196
H -6.9488 -1.0335 -2.0757
H -7.5840 -2.5361 -1.3949
H 1.9485 3.3604 -0.5307
H 1.7462 1.6027 -0.7377
H 2.0024 1.9220 -3.2365
H 3.4345 2.4216 -2.3217
H 2.3134 3.6392 -2.9613
H 3.3124 1.6988 1.4803
H 3.4355 0.3290 2.6125
H 1.7824 2.0592 3.4116
H 1.0030 0.5010 3.1099
H 0.8284 1.8177 1.9436

=====

2.
Molecular formula: C22H57BO13P3
Method: DFT, wB97M-V/def2-TZVPD

## Properties
Kohn-Sham gap = 5.93 eV
Total charge = -1
M = 633.42 g/mol
F_max = 0.1457 hartree/bohr
E_HOMO = -4.57 eV

Atoms and positions in Å:
B 1.6334 -6.3585 -2.3627
C 1.0692 -5.2523 -1.2640
C -0.1641 -4.4515 -1.7214
C -1.3759 -5.2936 -2.0861
C -2.0226 -6.0167 -0.9214
O -3.3452 -6.4581 -1.3501
H 2.1730 -5.7957 -3.3193
H 0.7339 -7.1080 -2.7469
H 2.4789 -7.0481 -1.7836
H 1.8797 -4.5180 -1.1477
H 0.9348 -5.7423 -0.2915
H -0.4034 -3.6977 -0.9561
H 0.1427 -3.8843 -2.6085
H -1.1444 -6.0048 -2.8812
H -2.1472 -4.6252 -2.4935
H -2.2156 -5.3684 -0.0659
H -1.4895 -6.9253 -0.6366
H -3.2215 -6.7685 -2.2509
O -3.4884 -1.9161 -0.7649
P -4.5322 -1.1342 -0.0729
O -3.7463 0.1130 0.6155
C -3.1201 1.0641 -0.2511
C -4.1231 1.9946 -0.9073
O -4.8049 -2.0759 1.2342
C -4.5486 -3.4866 1.1644
C -3.2734 -3.8122 1.9087
O -6.0172 -0.5044 -0.0561
C -6.8640 -0.4433 1.0954
C -6.3537 0.4575 2.1963
H -2.5275 0.5406 -1.0049
H -2.4320 1.6406 0.3656
H -4.7808 1.4477 -1.5877
H -3.6063 2.7679 -1.4763
H -4.7585 2.4682 -0.1578
H -4.4945 -3.8274 0.1320
H -5.3957 -3.9960 1.6302
H -2.4397 -3.2096 1.5488
H -3.0170 -4.8650 1.7985
H -3.3857 -3.5907 2.9726
H -7.0828 -1.4421 1.4668
H -7.8117 -0.0442 0.7267
H -5.4767 0.0356 2.6839
H -7.1304 0.5861 2.9526
H -6.0782 1.4365 1.8047
O -0.4946 2.5517 -1.9080
P 0.9735 2.6322 -2.1053
O 1.1256 3.8756 -3.1670
C 0.7972 5.1941 -2.7336
C 1.8666 5.7782 -1.8255
O 1.1804 1.3598 -3.1041
C 0.3234 0.2033 -3.0301
C -0.6548 0.1987 -4.1830
O 2.5355 2.6416 -1.6916
C 3.6042 2.0897 -2.4799
C 3.8471 2.8000 -3.7900
H -0.1755 5.1905 -2.2331
H 0.7029 5.8020 -3.6336
H 1.9294 5.2245 -0.8851
H 1.6453 6.8211 -1.5941
H 2.8471 5.7210 -2.2979
H -0.1979 0.1622 -2.0753
H 0.9673 -0.6752 -3.0854
H -1.2155 1.1335 -4.2268
H -1.3562 -0.6313 -4.0906
H -0.1217 0.1023 -5.1302
H 3.4621 1.0219 -2.6253
H 4.4938 2.1932 -1.8538
H 3.0411 2.6198 -4.4987
H 4.7742 2.4344 -4.2343
H 3.9274 3.8769 -3.6437
O 5.2521 1.7706 4.6499
P 4.3265 2.0121 3.5224
O 3.1318 2.9404 4.1319
C 3.4397 4.2624 4.5731
C 3.6442 5.2178 3.4097
O 3.5612 0.5738 3.4329
C 4.1863 -0.6365 3.8713
C 3.6030 -1.0764 5.1965
O 4.1031 2.3486 1.9719
C 3.0691 1.7805 1.1408
C 1.6668 2.1765 1.5451
H 4.3220 4.2434 5.2190
H 2.5949 4.5915 5.1779
H 4.5286 4.9465 2.8290
H 3.7719 6.2392 3.7709
H 2.7919 5.1864 2.7310
H 5.2667 -0.5182 3.9389
H 3.9884 -1.3928 3.1093
H 3.6664 -0.2785 5.9365
H 4.1241 -1.9552 5.5789
H 2.5463 -1.3209 5.0805
H 3.1731 0.6994 1.0758
H 3.2713 2.1588 0.1488
H 1.3944 1.6997 2.4850
H 0.9378 1.8647 0.7920
H 1.5835 3.2565 1.6767

=====

3.
Molecular formula: C6H12S2
Method: DFT, wB97M-V/def2-TZVPD

## Properties
Kohn-Sham gap (spin up / spin down) = 7.62 / 8.05 eV
Total charge = 0
M = 148.30 g/mol
Energy relative to the best compared isomer or geometry (same formula, charge and spin) = 0.0 kJ/mol
F_max = 0.0840 hartree/bohr
Spin multiplicity = 3
E_HOMO (spin up / spin down) = -6.93 / -8.58 eV

Atoms and positions in Å:
C 1.1482 0.0111 1.0865
C 0.4821 -0.8436 -0.0386
C -0.6211 -0.1646 -0.7569
C -0.5917 1.7583 1.4888
C 1.5513 -1.1789 -1.0414
C -2.1349 -0.3478 -0.4454
S 0.1363 0.5687 2.4723
S 0.5041 3.0859 1.0767
H 2.1071 -0.3242 1.3306
H 1.3076 1.0188 0.6363
H 0.0534 -1.7398 0.4291
H -0.1783 0.5678 -1.3716
H -1.6667 1.8585 1.7034
H 1.8795 -0.3289 -1.5913
H 1.0899 -1.8830 -1.7275
H 2.4367 -1.6318 -0.6541
H -2.4200 -1.4563 -0.7179
H -2.7952 0.2927 -0.9276
H -2.3328 -0.3531 0.6080
H -0.1756 4.1894 0.9646

=====

4.
Molecular formula: C3H7N3O
Method: DFT, wB97M-V/def2-TZVPD

## Properties
Kohn-Sham gap (spin up / spin down) = 6.74 / 7.88 eV
Total charge = 0
M = 101.11 g/mol
Energy relative to the best compared isomer or geometry (same formula, charge and spin) = 480.0 kJ/mol
F_max = 0.0722 hartree/bohr
E_HOMO (spin up / spin down) = -8.33 / -8.86 eV

Atoms and positions in Å:
C 1.0006 -0.1051 -1.2984
C 0.7838 1.0271 -0.3000
C -0.2554 0.8844 0.8462
N 0.3315 -1.1619 -0.9866
N -0.2473 -0.5384 1.1551
N -1.3942 -1.1569 1.2870
O 1.7295 0.0397 -2.2407
H 1.8021 1.2115 0.2116
H 0.4999 1.8754 -0.9306
H -0.2091 1.5714 1.7232
H -1.1711 1.2157 0.2227
H 0.4888 -2.0034 -1.5687
H -2.1306 -0.7490 0.7662
H -1.2285 -2.1105 1.1132

=====

5.
Molecular formula: C2H2FN3S
Method: DFT, wB97M-V/def2-TZVPD

## Properties
Kohn-Sham gap = 9.75 eV
Total charge = 0
M = 119.12 g/mol
Energy relative to the best compared isomer or geometry (same formula, charge and spin) = 27.7 kJ/mol
F_max = 0.0305 hartree/bohr
E_HOMO = -9.26 eV
SMILES string = Fc1nn[nH]c1S

Atoms and positions in Å:
F 0.9927 -1.4449 -1.1374
C 0.7697 -0.2688 -0.5464
N 1.5538 0.8039 -0.7679
N 1.0519 1.8001 -0.1036
N -0.0498 1.3386 0.4897
C -0.2606 0.0371 0.2917
S -1.7521 -0.8240 0.8112
H -0.5817 1.9267 1.1147
H -1.2644 -1.9462 0.3438

=====

6.
Molecular formula: C3H9N2P
Method: DFT, wB97M-V/def2-TZVPD

## Properties
Kohn-Sham gap = 8.88 eV
Total charge = 0
M = 104.09 g/mol
Energy relative to the best compared isomer or geometry (same formula, charge and spin) = 326.5 kJ/mol
F_max = 0.0771 hartree/bohr
E_HOMO = -8.73 eV
SMILES string = C/C=N/N.C=P

Atoms and positions in Å:
C -1.7627 0.0289 -1.2751
C -0.5438 0.8237 -0.8285
N -0.5295 1.2787 0.3534
N 0.3929 1.9847 1.0173
H -2.6520 0.5024 -0.8197
H -1.8083 -0.1402 -2.4059
H -1.6544 -1.0416 -0.8459
H 0.2862 0.7983 -1.4674
H 1.2301 2.1235 0.4274
H -0.1802 2.7557 1.3597
C 1.5308 -2.3278 1.2189
P 1.3378 -1.4603 -0.2432
H 1.2244 -3.3006 1.4646
H 2.1092 -1.8128 1.9101
H 2.2000 -0.3428 -0.2662